# 1
This record from OMol25 describes 2 unconnected molecules or ions with the total composition C4H5Cl. The level of theory is the ωB97M-V functional and the def2-TZVPD basis.

Computed properties:
Kohn-Sham gap (spin up / spin down) (eV): 7.9 / 7.9
ΔE to the lowest compared entry with this formula, charge and spin (kcal per mole): 98.9
Net charge: 0
Highest occupied orbital energy (spin up / spin down) (eV): -9.70 / -9.69

Element x y z (Å)
C 0.04343 -0.15546 0.14283
C -1.18280 0.20223 0.13371
C -0.67319 0.81060 -1.07051
C 1.30739 -0.82578 0.45430
Cl -3.06841 0.96403 1.67257
H -0.39493 1.83905 -1.17022
H -1.08049 0.27704 -1.95973
H 1.89231 -1.08946 -0.33405
H 1.12342 -1.69577 0.93140
H 2.03328 -0.32648 1.19969

These are the natural (NBO) partial charges, in e, on atoms 1 to 8: atom 1 (C): 0.02, atom 2 (C): 0.23, atom 3 (C): -0.33, atom 4 (C): -0.67, atom 5 (Cl): -0.40, atom 6 (H): 0.21, atom 7 (H): 0.20, atom 8 (H): 0.24

# 2
This record from OMol25 describes a single C17H19NOS molecule. The level of theory is the ωB97M-V functional and the def2-TZVPD basis.

Computed properties:
Kohn-Sham gap (eV): 9.2
ΔE to the lowest compared entry with this formula, charge and spin (kcal per mole): 2.3
Structure (SMILES): Cc1ccccc1CSCCNC(=O)c1ccccc1
Net charge: 0
Highest occupied orbital energy (eV): -8.53

Element x y z (Å)
C 3.09922 2.34643 -1.14589
C 1.83198 2.07889 -0.38358
C 0.68218 2.79069 -0.71034
C -0.49596 2.62517 -0.00674
C -0.54718 1.72636 1.04500
C 0.57960 0.99808 1.36911
C 1.77312 1.16620 0.67327
C 2.95195 0.34894 1.09990
S 2.63744 -1.45438 0.95059
C 2.53716 -1.63283 -0.86957
C 1.22029 -2.24625 -1.32142
N 0.08927 -1.39678 -1.04833
C -1.01070 -1.85203 -0.39764
O -1.11919 -2.99787 -0.00988
C -2.09098 -0.83887 -0.21723
C -2.87242 -0.90918 0.93136
C -3.90262 -0.00926 1.13149
C -4.17449 0.95535 0.17484
C -3.41703 1.01318 -0.98323
C -2.37570 0.12390 -1.17965
H 3.49932 1.44307 -1.60559
H 2.91615 3.07186 -1.93486
H 3.86349 2.75157 -0.48299
H 0.71880 3.49780 -1.52725
H -1.37070 3.19819 -0.27428
H -1.45903 1.59507 1.60622
H 0.54879 0.28032 2.17581
H 3.14759 0.48547 2.16401
H 3.85844 0.57251 0.54243
H 2.66175 -0.64054 -1.29827
H 3.36491 -2.27076 -1.17996
H 1.28254 -2.45086 -2.39985
H 1.03384 -3.18753 -0.79707
H 0.17012 -0.41494 -1.26100
H -2.65414 -1.67729 1.65772
H -4.49894 -0.06221 2.03056
H -4.98264 1.65597 0.32660
H -3.64086 1.75256 -1.73857
H -1.80542 0.16566 -2.09694

These are the natural (NBO) partial charges, in e, on atoms 1 to 8: atom 1 (C): -0.63, atom 2 (C): -0.06, atom 3 (C): -0.21, atom 4 (C): -0.21, atom 5 (C): -0.21, atom 6 (C): -0.22, atom 7 (C): 0.03, atom 8 (C): -0.56

# 3
This record from OMol25 describes 12 unconnected molecules or ions with the total composition C68H172N12O22. The level of theory is the ωB97M-V functional and the def2-TZVPD basis.

Computed properties:
Kohn-Sham gap (eV): 8.8
ΔE to the lowest compared entry with this formula, charge and spin (kcal per mole): 146.8
Structure (SMILES): COC[C@H](C)N.COC[C@H](C)N.COCCNCCOC.COCCNCCOC.COCCNCCOC.COCCNCCOC.COCCNCCOC.COCCNCCOC.COCCNCCOC.COCCNCCOC.COCCNCCOC.COCCNCCOC
Net charge: 0
Highest occupied orbital energy (eV): -8.60

Element x y z (Å)
C 7.06550 1.24146 7.82022
O 6.80664 0.20456 8.79301
C 6.83231 0.55043 10.14074
C 6.16132 -0.67321 10.91160
C 4.62648 -0.79066 10.72776
N 6.33514 -0.45935 12.29020
H 7.99888 1.79885 7.89918
H 6.22775 1.93670 7.87445
H 7.13457 0.87413 6.79631
H 7.88124 0.57285 10.43628
H 6.39864 1.53470 10.31746
H 6.67563 -1.58634 10.61192
H 4.25932 -0.56553 9.72646
H 3.94443 -0.15629 11.29386
H 4.29994 -1.78976 11.01630
H 7.29503 -0.69217 12.50114
H 5.75818 -1.11644 12.79562
C 3.25175 1.12907 1.80959
O 1.91495 0.73941 1.49970
C 1.41201 1.41380 0.34231
C -0.04173 1.02333 -0.02244
C -0.18498 -0.44465 -0.49281
N -0.52945 1.76277 -1.20483
H 3.26237 2.19593 2.03278
H 3.95683 0.97466 0.99283
H 3.63850 0.63169 2.69905
H 1.40321 2.49187 0.50293
H 2.11984 1.34908 -0.48407
H -0.61114 1.25516 0.87762
H -1.21297 -0.78837 -0.60764
H 0.29968 -1.05881 0.26614
H 0.31039 -0.70636 -1.42781
H -1.46775 1.57706 -1.52919
H -0.04967 1.30774 -1.96829
C -0.42757 -4.09594 4.46708
O -1.69691 -4.47109 4.36664
C -2.61395 -3.41838 4.48357
C -3.86589 -4.12552 4.98450
N -3.70164 -4.65089 6.32367
C -4.98203 -4.86315 7.03155
C -4.70454 -5.60011 8.33323
O -5.90744 -5.65244 9.04912
C -5.79673 -6.40673 10.22326
H -0.08712 -3.40509 3.69576
H 0.29287 -4.90819 4.37046
H -0.20511 -3.72174 5.46637
H -2.81752 -3.02920 3.48597
H -2.31939 -2.55222 5.07609
H -4.24164 -4.90840 4.32571
H -4.58798 -3.31596 4.87823
H -3.31471 -5.54888 6.07066
H -5.63837 -5.54415 6.48973
H -5.50607 -3.93319 7.25214
H -3.89244 -5.18635 8.93104
H -4.35699 -6.58842 8.03230
H -6.81719 -6.71685 10.44815
H -5.27998 -5.88627 11.02960
H -5.24196 -7.32065 10.01090
C -6.43673 -0.06680 1.58317
O -6.84822 -1.33400 0.94954
C -8.09423 -1.15590 0.24191
C -9.32713 -1.19584 1.18282
N -9.45997 -2.47453 1.83485
C -10.66416 -2.40617 2.67444
C -10.84899 -3.66863 3.54445
O -9.83946 -3.82198 4.50563
C -9.91257 -4.93540 5.37651
H -5.60670 -0.23100 2.27034
H -7.18783 0.41992 2.20531
H -6.03736 0.64796 0.86364
H -8.21214 -2.08525 -0.31533
H -8.11649 -0.31328 -0.44917
H -10.12067 -0.92039 0.48818
H -9.22861 -0.34941 1.86250
H -8.69207 -2.66088 2.46391
H -11.50284 -2.29081 1.98785
H -10.69363 -1.53632 3.33065
H -10.70159 -4.51514 2.87377
H -11.88006 -3.82013 3.86390
H -9.08641 -4.96588 6.08688
H -9.88028 -5.87302 4.82160
H -10.79710 -4.87190 6.01028
C 4.73063 1.55018 -4.15921
O 3.67053 1.35806 -5.12077
C 2.61638 2.30420 -4.97592
C 1.33608 1.78024 -5.64998
N 1.06746 0.42323 -5.19150
C 0.09803 -0.24467 -6.07646
C -0.00773 -1.76342 -5.93830
O 1.28391 -2.35747 -6.30830
C 1.17522 -3.75757 -6.49378
H 5.45304 0.74550 -4.29599
H 4.45767 1.65128 -3.10880
H 5.29055 2.44646 -4.42618
H 2.78124 3.32969 -5.30650
H 2.30895 2.45178 -3.94064
H 1.54415 1.78805 -6.71990
H 0.44333 2.36437 -5.42664
H 1.93769 -0.04671 -5.39634
H 0.18336 -0.02379 -7.14043
H -0.88619 0.20528 -5.94624
H -0.71255 -2.09482 -6.70087
H -0.49932 -2.14229 -5.04226
H 2.20312 -4.11109 -6.57471
H 0.56435 -4.07261 -7.33976
H 0.82182 -4.34101 -5.64361
C 4.97781 -3.02962 5.40437
O 5.56947 -3.84072 4.33098
C 6.76274 -3.20923 3.89661
C 7.25205 -3.73349 2.53689
N 6.60500 -2.96473 1.44059
C 5.20608 -3.30205 1.18038
C 4.69911 -2.63108 -0.09622
O 5.06944 -3.33531 -1.32515
C 4.36228 -2.91101 -2.50268
H 5.55333 -2.95317 6.32688
H 3.98049 -3.34789 5.70795
H 4.84658 -2.03268 4.98367
H 7.47379 -3.38382 4.70409
H 6.77045 -2.12344 3.80119
H 7.21892 -4.81729 2.42563
H 8.30674 -3.46039 2.50288
H 7.15398 -3.03390 0.59564
H 4.66689 -2.88976 2.03326
H 5.03168 -4.37801 1.18061
H 5.13531 -1.63392 -0.15546
H 3.61495 -2.51838 -0.09902
H 3.30995 -2.87296 -2.22115
H 4.49129 -3.70461 -3.23865
H 4.79422 -2.02640 -2.97064
C 12.35201 -2.51974 -5.46382
O 11.71500 -1.71545 -4.46351
C 10.66619 -2.46661 -3.80851
C 9.85241 -1.54307 -2.89063
N 10.66955 -1.02920 -1.80973
C 9.98319 0.09748 -1.13288
C 10.89247 0.50155 0.05280
O 12.05144 1.15362 -0.37823
C 11.92426 2.52958 -0.53695
H 13.01898 -1.85840 -6.01688
H 11.62707 -2.95592 -6.15106
H 12.89378 -3.36448 -5.03840
H 11.07556 -3.36795 -3.35233
H 10.02759 -2.96112 -4.54047
H 8.95584 -2.06233 -2.55208
H 9.38290 -0.86075 -3.59921
H 11.45417 -0.59173 -2.27135
H 8.96948 -0.11750 -0.79482
H 9.92580 0.92786 -1.83664
H 11.11753 -0.44395 0.54624
H 10.33420 1.07034 0.79638
H 12.94191 2.87851 -0.71230
H 11.47780 3.06113 0.30342
H 11.42185 2.77557 -1.47245
C 1.42989 11.11462 -0.67346
O 1.25389 9.89168 -1.45755
C 1.75515 8.80650 -0.74837
C 2.10942 7.61759 -1.68720
N 3.40292 7.71895 -2.44834
C 3.47905 8.99302 -3.28547
C 2.53799 9.10003 -4.47121
O 3.07883 8.11108 -5.30939
C 2.25039 7.72222 -6.37309
H 0.95827 11.10789 0.30920
H 1.05571 12.00930 -1.17108
H 2.47434 11.39636 -0.53986
H 0.95459 8.52853 -0.06284
H 2.60458 9.13636 -0.15025
H 1.24041 7.45424 -2.32456
H 2.16831 6.67380 -1.14510
H 3.46635 6.92536 -3.06987
H 4.46765 9.02447 -3.74350
H 3.59850 9.86811 -2.64668
H 2.67008 10.06692 -4.95677
H 1.48012 8.97392 -4.24077
H 2.91351 7.05738 -6.92660
H 1.94488 8.49658 -7.07674
H 1.38310 7.10314 -6.14365
C -9.06467 0.27360 7.42805
O -8.03118 1.25477 7.18828
C -6.85827 0.65735 6.67830
C -5.75520 1.75960 6.53898
N -4.47637 1.24904 5.99661
C -3.57644 2.34851 5.88566
C -2.16211 1.89337 5.47849
O -1.56403 1.24117 6.59419
C -0.12281 1.22192 6.31861
H -9.30857 -0.22001 6.48733
H -9.90185 0.82916 7.85065
H -8.77566 -0.53472 8.09975
H -6.93545 0.13239 5.72617
H -6.51210 -0.10260 7.37883
H -5.63063 2.24489 7.50701
H -6.07271 2.51533 5.82053
H -4.17232 0.65699 6.75631
H -3.51406 2.80204 6.87486
H -3.94732 3.07170 5.15933
H -1.59457 2.76661 5.15687
H -2.20493 1.31641 4.55470
H 0.54638 0.93363 7.12928
H 0.26557 2.19872 6.03027
H -0.02113 0.54559 5.46989
C -2.48803 -5.44642 -2.65031
O -1.11708 -5.82674 -2.72227
C -0.72656 -6.63248 -1.62190
C 0.65263 -7.31177 -1.95007
N 0.49341 -8.26777 -3.05760
C 1.70942 -8.88457 -3.49651
C 1.38194 -9.66376 -4.77596
O 0.99411 -8.72599 -5.76766
C 0.56259 -9.29850 -7.02740
H -2.84498 -4.93386 -3.54361
H -2.71981 -4.90897 -1.73078
H -3.14283 -6.31474 -2.57706
H -1.43195 -7.44957 -1.47058
H -0.65657 -5.92477 -0.79586
H 0.81525 -7.80583 -0.99217
H 1.38063 -6.53548 -2.18564
H 0.19487 -7.76249 -3.87959
H 2.14379 -9.61567 -2.81467
H 2.50074 -8.17567 -3.74017
H 0.66093 -10.46258 -4.60240
H 2.30917 -10.14459 -5.08763
H 1.29406 -9.94873 -7.50725
H 0.47216 -8.51775 -7.78261
H -0.34775 -9.89012 -6.93062
C -6.33121 6.74598 -4.96324
O -5.75066 6.03755 -3.91042
C -4.31094 6.17968 -3.84233
C -3.76042 5.82890 -2.41105
N -3.96114 6.94522 -1.53885
C -3.53508 6.57452 -0.18899
C -3.69063 7.78103 0.75072
O -3.54225 7.26505 2.06874
C -3.38634 8.33581 3.03361
H -6.37947 6.15092 -5.87521
H -5.78979 7.67790 -5.12599
H -7.36423 7.06693 -4.82925
H -3.88737 7.14107 -4.13288
H -3.90827 5.42526 -4.51821
H -2.71898 5.51862 -2.49614
H -4.34016 4.95515 -2.11343
H -4.96592 7.00669 -1.45676
H -2.48388 6.30467 -0.29021
H -4.04623 5.68417 0.17722
H -4.66391 8.26799 0.68989
H -2.84961 8.44867 0.56357
H -3.57403 7.92620 4.02613
H -4.15013 9.11217 2.98918
H -2.38387 8.75864 2.96749
C -4.81251 -0.32870 -5.19125
O -4.64243 0.47471 -6.39228
C -5.83367 0.93604 -6.96250
C -5.53949 1.79218 -8.20904
N -5.31527 0.92130 -9.32640
C -4.83293 1.60261 -10.56807
C -3.33045 1.62624 -10.69256
O -2.80792 0.33310 -10.65290
C -1.43901 0.28773 -10.91747
H -5.29076 0.24491 -4.39731
H -3.80649 -0.59913 -4.87051
H -5.41935 -1.20384 -5.42359
H -6.45716 1.46626 -6.24262
H -6.41880 0.08535 -7.31186
H -4.55561 2.24984 -8.10595
H -6.43140 2.41183 -8.30188
H -4.53275 0.34887 -9.04338
H -5.35462 2.55858 -10.61354
H -5.26481 1.13854 -11.45476
H -2.99219 2.34008 -9.94148
H -3.06109 2.04065 -11.66406
H -1.16679 0.73522 -11.87337
H -1.20607 -0.76964 -11.04324
H -0.82404 0.75383 -10.14763

These are the Mulliken partial charges, in e, on atoms 1 to 8: atom 1 (C): -0.78, atom 2 (O): -0.25, atom 3 (C): -0.73, atom 4 (C): 0.63, atom 5 (C): -1.45, atom 6 (N): -0.72, atom 7 (H): 0.31, atom 8 (H): 0.33

# 4
This record from OMol25 describes a molecular structure, C15H23IN2OSiV. The level of theory is the ωB97M-V functional and the def2-TZVPD basis.

Computed properties:
Spin multiplicity: 4
Kohn-Sham gap (spin up / spin down) (eV): 5.4 / 6.1
<S²>: 3.81
Net charge: 0
Highest occupied orbital energy (spin up / spin down) (eV): -5.27 / -6.17

Element x y z (Å)
C 1.94519 -0.38685 1.21988
C 0.49565 2.26827 -0.40067
H 1.46859 -0.25955 2.18198
H 2.98468 -0.05630 1.37449
H 2.04330 -1.38499 0.83221
H -0.53782 2.43025 -0.77049
H 0.73891 2.82530 0.55321
H 1.28512 2.38266 -1.19071
C -0.29889 -2.91388 1.09706
C -0.94505 -4.12369 1.37305
C -2.19396 -4.38166 0.80119
C -2.76132 -3.42452 -0.03126
H 0.66277 -2.66157 1.54225
H -0.46146 -4.83899 2.03544
H -2.72193 -5.31096 0.99491
H -3.73590 -3.55297 -0.49857
N -0.84032 -1.97977 0.27042
C -2.06400 -2.22598 -0.29362
C -2.59735 -1.15401 -1.13068
N -1.82605 -0.02188 -1.19957
C -2.28043 1.04351 -1.91715
C -4.27019 -0.15197 -2.56570
C -3.48833 1.00314 -2.61280
H -1.64786 1.92399 -1.91933
H -3.78835 1.87899 -3.18241
C -3.82658 -1.23353 -1.81391
H -4.38419 -2.16450 -1.73496
H -5.20842 -0.21656 -3.10621
V -0.21963 0.13743 0.13797
I -1.46909 0.75838 2.16540
C 4.65449 1.25908 -0.23992
Si 3.28744 2.14122 0.64565
C 3.43467 2.18812 2.52046
C 3.01846 3.87400 -0.02695
O 1.78889 0.59287 0.12623
H 5.56055 1.86722 -0.05058
H 4.43062 1.23366 -1.32120
H 4.78590 0.23848 0.15454
H 4.34303 2.79705 2.70752
H 2.55998 2.68438 2.97787
H 3.56965 1.17289 2.92913
H 2.86101 3.86453 -1.12133
H 2.17050 4.39558 0.45499
H 3.95886 4.43095 0.19904

These are the natural (NBO) partial charges, in e, on atoms 1 to 8: atom 1 (C): -0.36, atom 2 (C): -1.09, atom 3 (H): 0.22, atom 4 (H): 0.19, atom 5 (H): 0.20, atom 6 (H): 0.18, atom 7 (H): 0.18, atom 8 (H): 0.17

# 5
This record from OMol25 describes 2 unconnected molecules or ions with the total composition C4H9NO2. The level of theory is the ωB97M-V functional and the def2-TZVPD basis.

Computed properties:
Kohn-Sham gap (spin up / spin down) (eV): 8.7 / 7.7
ΔE to the lowest compared entry with this formula, charge and spin (kcal per mole): 127.2
Net charge: 0
Highest occupied orbital energy (spin up / spin down) (eV): -8.90 / -8.44

Element x y z (Å)
C -0.81516 0.45810 0.50261
C -1.44363 -0.81314 0.16528
C 1.20420 1.70967 0.80794
N 0.53513 0.42800 0.76607
C 0.29317 -1.08849 -1.50273
O 0.66237 -2.40061 -1.46697
O -0.05670 -0.56589 -2.52218
H 0.95087 -2.61343 -0.56905
H 0.63467 -0.47528 -0.53905
H -1.39144 0.40424 1.48709
H -1.21845 1.31674 -0.05264
H -1.15682 -1.69489 0.72501
H -2.42283 -0.81750 -0.29540
H 2.24871 1.56853 0.52176
H 0.76044 2.46667 0.14447
H 1.21549 2.11728 1.82777

These are the natural (NBO) partial charges, in e, on atoms 1 to 8: atom 1 (C): -0.35, atom 2 (C): -0.30, atom 3 (C): -0.45, atom 4 (N): -0.42, atom 5 (C): 0.60, atom 6 (O): -0.69, atom 7 (O): -0.58, atom 8 (H): 0.48

# 6
This record from OMol25 describes a molecular structure, C2H2FNaORb. The level of theory is the ωB97M-V functional and the def2-TZVPD basis.

Computed properties:
Kohn-Sham gap (eV): 6.5
Net charge: +1
Highest occupied orbital energy (eV): -10.56

Element x y z (Å)
H 0.96291 -0.03463 1.39435
C -0.44537 1.18697 0.07533
C 0.62276 0.40926 0.27255
O 0.52545 -0.92976 0.24523
Na 2.53834 -1.11500 -1.14233
Rb -2.05734 -2.25837 -0.52554
F -1.69438 0.53779 -0.01518
H -0.45236 2.20373 -0.30441

Charges in e, computed with natural (NBO), in the same order as the atoms: atom 1 (H): 0.33, atom 2 (C): 0.07, atom 3 (C): -0.18, atom 4 (O): -0.95, atom 5 (Na): 0.97, atom 6 (Rb): 0.99, atom 7 (F): -0.41, atom 8 (H): 0.19

| no. | calculated total energy (Eh) | F_max (Eh/bohr) |
| --- | --- | --- |
| 1 | -615.3980 | 0.081 |
| 2 | -1187.4139 | 0.012 |
| 3 | -5005.6383 | 0.071 |
| 4 | -2301.2251 | 0.086 |
| 5 | -362.8828 | 0.018 |
| 6 | -438.5731 | 0.068 |